1.
DFT (the ωB97M-V functional and the def2-TZVPD basis) results for a cluster of 2 separate species, C12H12O in total at a distorted geometry.

Results
SMILES	C=C(C)c1ccccc1.C=C=C=O
frontier orbital gap	8.2	eV
LUMO level	-0.5	eV
energy	-14681.5444	eV
strongest force on any atom	0.0898	hartree/bohr
highest occupied orbital energy	-8.6	eV
relative energy (zero: lowest compared OMol25 entry of this formula, charge and spin)	111.91	kcal per mole

Structure (XYZ):
```
25
C12H12O (the ωB97M-V functional and the def2-TZVPD basis)
O 3.50 -0.22 -1.61
C -0.22 -1.47 -1.72
C 0.43 1.53 0.17
C 2.36 -0.88 0.36
C 0.27 2.14 1.46
C -0.48 0.53 -0.25
C 2.77 -0.67 -0.79
C -1.35 0.46 1.96
C -0.63 1.59 2.37
C -1.30 -0.11 0.71
C -0.19 -0.01 -1.60
C -0.13 0.75 -2.72
C 1.60 -1.03 1.38
H 1.94 -0.94 2.45
H -0.29 1.88 -2.67
H -1.73 -0.99 0.52
H 1.17 1.89 -0.58
H 0.82 2.97 1.72
H -0.05 0.41 -3.74
H 0.53 -1.07 1.43
H -1.88 0.01 2.78
H -0.78 2.04 3.41
H -1.26 -1.67 -2.10
H 0.46 -1.79 -2.51
H -0.09 -2.01 -0.81
```

2.
DFT (the ωB97M-V functional and the def2-TZVPD basis) results for a structure of composition C12H13BrCaO at a distorted geometry.

Results
frontier orbital gap	4.1	eV
LUMO level	4.9	eV
energy	-103180.2019	eV
strongest force on any atom	0.1415	hartree/bohr
highest occupied orbital energy	0.9	eV
relative energy (zero: lowest compared OMol25 entry of this formula, charge and spin)	22.66	kcal per mole
total charge	-2

Structure (XYZ):
```
28
C12H13BrCaO (the ωB97M-V functional and the def2-TZVPD basis)
Br 0.91 -2.55 2.51
Ca -0.91 -0.94 1.49
O 0.66 1.55 3.16
C -1.63 0.42 3.46
C -2.77 -0.11 -0.14
C 2.96 0.34 -0.62
C -0.37 0.99 3.03
C -2.70 -1.52 0.03
C -2.00 0.25 -1.29
C 1.50 1.56 -1.95
C 2.61 1.54 0.07
C 2.26 0.33 -1.87
C 1.73 2.31 -0.75
C -1.83 -2.03 -0.99
C -1.48 -0.96 -1.84
H -1.88 0.65 4.53
H 1.17 3.19 -0.49
H -3.23 0.61 0.55
H -2.45 0.86 2.83
H -1.52 -3.08 -1.14
H 2.24 -0.52 -2.56
H -2.94 -2.10 0.98
H 3.54 -0.47 -0.17
H 2.86 1.81 1.09
H 0.76 1.74 -2.76
H -1.55 -0.73 3.42
H -1.96 1.25 -1.75
H -0.94 -1.00 -2.81
```

3.
DFT (the ωB97M-V functional and the def2-TZVPD basis) results for a structure of composition C12H13ClIrO2 at a distorted geometry.

Results
frontier orbital gap (spin up / spin down)	4.8 / 6.9	eV
LUMO level (spin up / spin down)	3.0 / 2.9	eV
energy	-32108.1759	eV
strongest force on any atom	0.0809	hartree/bohr
highest occupied orbital energy (spin up / spin down)	-1.8 / -4.0	eV
relative energy (zero: lowest compared OMol25 entry of this formula, charge and spin)	0.00	kcal per mole
multiplicity	5
total charge	-1

Structure (XYZ):
```
29
C12H13ClIrO2 (the ωB97M-V functional and the def2-TZVPD basis)
Ir -0.04 -0.14 0.04
Cl 0.25 -2.03 1.30
O 0.03 1.14 1.71
O -1.59 0.06 2.91
C 1.42 1.08 -1.63
C 1.82 1.35 -0.29
C -0.65 0.85 2.81
C -2.13 -0.93 0.01
C -1.51 -1.12 -1.28
C -1.70 1.16 -0.90
C 1.99 -0.95 -0.65
C -0.23 1.64 4.03
C 2.14 0.10 0.35
C 1.52 -0.34 -1.85
C -2.24 0.47 0.23
C -1.34 0.17 -1.87
H -0.95 0.37 -2.87
H 1.11 1.84 -2.34
H 0.64 2.27 3.86
H -2.47 -1.71 0.69
H -2.70 0.94 1.09
H -1.65 2.24 -1.01
H 1.93 2.32 0.17
H 2.24 -1.99 -0.50
H -1.27 -2.09 -1.73
H 2.57 -0.04 1.33
H 1.29 -0.89 -2.76
H -0.03 0.94 4.85
H -1.09 2.25 4.34
```

4.
DFT (the ωB97M-V functional and the def2-TZVPD basis) results for a structure of composition C12H13ClOTc at a distorted geometry.

Results
frontier orbital gap (spin up / spin down)	7.0 / 6.1	eV
LUMO level (spin up / spin down)	-0.5 / -1.5	eV
energy	-29417.8742	eV
strongest force on any atom	0.0647	hartree/bohr
highest occupied orbital energy (spin up / spin down)	-7.5 / -7.6	eV
multiplicity	4

Structure (XYZ):
```
28
C12H13ClOTc (the ωB97M-V functional and the def2-TZVPD basis)
Tc 1.46 -0.22 1.31
Cl 2.77 -0.11 -0.45
O -1.17 1.21 1.55
C -0.99 -0.29 -2.77
C 0.97 2.41 1.71
C -0.61 -1.63 1.71
C 1.09 -2.48 0.37
C -0.27 0.88 -3.22
C 1.66 -2.27 1.70
C -2.11 0.17 -1.97
C -0.31 -2.21 0.44
C 0.58 -1.70 2.54
C -1.98 1.57 -1.84
C -0.82 2.01 -2.54
C 0.04 1.24 1.54
H -1.60 -1.37 2.07
H -2.85 -0.51 -1.52
H 1.62 -2.91 -0.46
H 0.62 0.82 -3.84
H -1.05 -2.48 -0.31
H 2.60 -2.64 2.10
H 0.48 3.09 2.41
H -2.79 2.24 -1.53
H 1.96 2.15 2.13
H -0.42 3.03 -2.57
H 1.17 2.91 0.75
H -0.69 -1.34 -2.92
H 0.65 -1.56 3.62
```

5.
DFT (the ωB97M-V functional and the def2-TZVPD basis) results for the molecule C12H13IN4O2 at a distorted geometry.

Results
frontier orbital gap	8.6	eV
LUMO level	-0.4	eV
energy	-30806.7347	eV
strongest force on any atom	0.1504	hartree/bohr
highest occupied orbital energy	-9.0	eV
relative energy (zero: lowest compared OMol25 entry of this formula, charge and spin)	54.99	kcal per mole

Structure (XYZ):
```
32
C12H13IN4O2 (the ωB97M-V functional and the def2-TZVPD basis)
I 4.64 -3.69 -0.08
O -2.84 0.05 1.20
O -1.06 0.69 -2.43
N -2.39 3.50 -1.11
N -3.10 -2.38 2.21
N -2.35 4.60 -0.61
N -0.68 0.04 0.56
C 1.73 0.47 -0.48
C 2.76 0.40 0.54
C 3.62 -0.71 0.59
C 1.69 -0.63 -1.47
C -1.46 1.32 -1.43
C -2.47 2.34 -1.77
C 2.46 -1.72 -1.38
C 0.80 1.71 -0.54
C -1.77 -0.51 1.22
C 3.50 -1.74 -0.36
C -0.64 1.34 -0.14
C -1.74 -1.88 1.90
H 2.21 -2.64 -2.01
H -1.23 -1.83 2.78
H 0.87 -0.77 -2.14
H 2.98 1.21 1.15
H -3.08 2.21 -2.68
H -3.64 -2.79 1.38
H 0.94 2.07 -1.58
H 4.50 -0.63 1.07
H 1.23 2.50 0.11
H -3.61 -1.65 2.67
H -1.03 1.97 0.63
H 0.24 -0.41 0.83
H -1.07 -2.43 1.37
```

6.
DFT (the ωB97M-V functional and the def2-TZVPD basis) results for a cluster of 2 separate species, C12H13N2P in total at a distorted geometry.

Results
frontier orbital gap (spin up / spin down)	7.1 / 7.5	eV
LUMO level (spin up / spin down)	0.1 / -0.7	eV
energy	-24918.5259	eV
strongest force on any atom	0.0769	hartree/bohr
highest occupied orbital energy (spin up / spin down)	-7.0 / -8.2	eV
relative energy (zero: lowest compared OMol25 entry of this formula, charge and spin)	89.56	kcal per mole

Structure (XYZ):
```
28
C12H13N2P (the ωB97M-V functional and the def2-TZVPD basis)
P 0.72 -1.51 -1.18
N -0.60 -2.34 2.03
N 0.48 -2.56 1.56
C 3.68 0.44 0.83
C 2.27 0.80 -1.61
C 3.91 1.57 0.02
C 2.68 -0.41 0.43
C -2.02 1.40 -0.45
C -2.97 -0.83 -0.40
C -0.75 -0.52 -1.14
C 3.18 1.74 -1.18
C -1.96 -1.22 -1.52
C -3.13 0.63 -0.27
C 2.00 -0.23 -0.73
C -0.81 0.81 -0.81
H -4.08 0.97 -0.16
H 1.94 0.83 -2.68
H -2.41 -0.88 -2.44
H -1.97 -2.36 -1.45
H 4.64 2.32 0.09
H -3.88 -1.53 -0.61
H -0.92 -2.19 3.06
H 3.52 2.68 -1.70
H 2.37 -1.33 1.08
H -2.56 -1.28 0.51
H 0.06 1.31 -0.48
H 4.12 0.27 1.82
H -2.01 2.45 -0.30
```